(1)
Below is C18H37N2NaO6 as an isolated structure, with properties calculated with ωB97M-V/def2-TZVPD.

## Properties
HOMO level = -4.04 eV
Multiplicity = 1
ΔE to the lowest compared entry with this formula, charge and spin = 505.1 kJ/mol
Net charge = 0

The geometry in XYZ format:
```
64
Properties=species:S:1:pos:R:3:forces:R:3:mulliken_charge:R:1
Na 1.42498 0.26881 -1.79349 0.2386 -0.2542 0.1615 0.699
C 0.16359 3.36304 4.00678 -0.6924 -1.4956 0.4335 -1.873
C -0.47378 1.89127 4.01956 0.6355 -0.2739 -0.6376 1.756
C -1.15878 1.61653 5.38890 0.0559 -0.6674 0.5218 -1.283
C -2.18489 0.46232 5.43452 0.4626 0.1246 -0.5956 -0.765
C -3.17516 0.59259 4.30018 0.5504 0.3503 0.1498 -1.242
C -2.52078 0.75823 2.89247 0.5868 1.1540 0.2294 1.449
N -1.46468 1.88955 2.90817 -1.1693 -0.2712 -0.3463 0.290
O -0.97990 2.23852 1.59640 -0.1430 -1.1133 1.8715 -0.832
C -3.72130 1.28912 2.04396 0.8990 -1.0789 -0.8523 -1.795
C -1.90516 -0.59574 2.38324 -0.8658 1.1515 -0.5108 -1.549
C 0.66473 0.79270 3.85923 0.6512 1.5322 -0.8003 -1.877
H 0.87204 3.52325 4.81950 0.2375 -0.3646 0.1013 0.453
H -0.65660 4.05019 4.21469 -0.0491 0.1116 -0.4681 0.460
H 0.64550 3.55112 3.04736 -0.2781 0.0298 0.0326 0.353
H -1.49924 2.53320 5.87045 -0.5057 0.1147 -0.3353 0.384
H -0.46948 1.19087 6.11813 0.9882 0.6151 -0.1406 0.353
H -2.61678 0.36760 6.43081 -0.4548 0.5076 0.0256 0.420
H -1.63265 -0.47662 5.39547 0.2117 -0.2120 -0.5209 0.313
H -3.72575 1.51277 4.49573 -0.1546 0.1004 -0.0804 0.399
H -3.90608 -0.21603 4.29746 -0.0042 -0.1861 -0.2080 0.447
H -4.27362 2.11403 2.49402 0.4024 0.0272 0.1248 0.393
H -4.41942 0.46774 1.88253 -0.2634 -0.2113 0.2074 0.409
H -3.38742 1.55503 1.04101 0.1858 0.3258 0.1061 0.374
H -1.16601 -0.99931 3.07526 -0.3204 -0.1351 0.0401 0.251
H -1.42296 -0.44030 1.41814 0.3158 0.4068 0.0506 0.325
H -2.71472 -1.27867 2.12570 -0.0538 -0.4166 0.5293 0.399
H 0.56043 -0.14883 4.39843 -0.1767 0.1730 0.0293 0.309
H 1.61470 1.27890 4.08122 0.1715 -0.0918 1.1018 0.495
H 0.93024 0.62427 2.81557 -0.9432 -0.4111 -0.4640 0.371
C -6.27024 -0.03795 -4.59898 0.1170 1.5823 -0.9312 -0.267
C -5.67756 -1.20646 -3.91071 -0.0444 0.5321 0.8080 -0.217
O -4.28895 -0.90403 -3.93361 1.9007 -1.4384 0.9862 -0.323
C -3.99295 0.31584 -4.40147 1.2353 0.6102 -2.2770 0.720
O -2.90596 0.83903 -4.64633 -2.4238 -1.7743 1.5674 -0.575
O -5.13708 0.82488 -4.83830 -1.0675 1.3741 -0.3807 -0.356
H -6.93709 0.51763 -3.93964 -0.2942 -0.0861 -0.4449 0.247
H -6.69977 -0.29654 -5.56682 -0.2082 0.3345 0.1045 0.239
H -5.93651 -2.13566 -4.41826 0.5173 -0.1294 0.4062 0.270
H -6.04405 -1.11037 -2.88868 0.3456 -1.0136 0.1873 0.259
C 2.72547 -1.54757 -5.10650 -0.0610 0.4031 -0.3824 -0.793
O 2.40987 -1.95660 -3.80261 -0.2841 -0.2527 1.0296 -0.182
C 2.92498 -3.25312 -3.43890 0.0188 0.7528 0.9170 -0.648
C 3.23637 -3.33243 -1.87924 0.5334 0.4481 -0.9909 -0.843
N 3.83086 -2.10582 -1.33160 -0.7149 -0.0613 0.7632 -0.143
C 5.12893 -1.67108 -1.81099 -1.2861 -0.7846 -1.1095 -0.615
C 5.33119 -0.24193 -1.46014 0.4334 0.2620 -0.9962 -0.696
O 4.55523 0.62967 -2.35056 0.9318 -0.1598 1.2810 -0.223
C 4.72278 1.99589 -1.87763 0.0035 -1.4863 0.6151 -0.854
H 3.80160 -1.44102 -5.24324 0.2015 -0.2793 -0.0814 0.309
H 2.31164 -0.55600 -5.28990 -0.1323 0.0440 0.3307 0.242
H 2.28236 -2.17991 -5.87585 0.1412 -0.3573 -0.0074 0.332
H 3.79845 -3.40410 -4.07321 0.2939 -0.3181 0.2999 0.454
H 2.18460 -4.01721 -3.67580 -0.0021 -0.1093 -0.0668 0.378
H 3.92036 -4.14653 -1.63943 0.0698 -0.5800 -0.6824 0.378
H 2.35067 -3.56536 -1.28815 -0.2696 0.2834 -0.2873 0.359
H 4.02548 -2.32304 -0.36462 -0.6205 0.1307 0.4573 0.231
H 5.09915 -1.82466 -2.88970 0.3506 0.4393 -0.2078 0.244
H 5.95517 -2.28423 -1.45115 0.1865 -0.0790 0.2606 0.409
H 6.41461 -0.16315 -1.55012 0.2661 1.1062 -0.5691 0.425
H 5.17828 -0.05319 -0.39756 -0.7179 0.1493 0.0886 0.402
H 4.26196 2.70630 -2.56396 0.3006 -0.1847 -0.0083 0.243
H 5.78322 2.13089 -1.66471 0.0914 0.6110 -0.5221 0.317
H 4.25585 2.02168 -0.89304 -0.3302 0.4897 0.0864 0.388
```
Positions in Å, forces in eV/Å.

---

(2)
Below is C18H37O17V as an isolated structure, with properties calculated with ωB97M-V/def2-TZVPD.

## Properties
HOMO level (alpha / beta) = -13.88 / -13.93 eV
Multiplicity = 3
Net charge = +2
<S²> = 2.400

The geometry in XYZ format:
```
73
Properties=species:S:1:pos:R:3:forces:R:3:mulliken_spin:R:1
V -0.82521 -1.37546 -2.15123 2.9256 2.7856 4.0124 2.509
O 0.46447 -1.31953 -0.70124 -2.1157 -0.2830 -1.5785 -0.550
H 1.34755 -1.43354 -0.31612 0.1507 -0.2077 -0.5488 0.022
C -0.20632 1.65102 -4.88293 -0.3686 0.2012 0.2028 -0.002
O 1.12716 1.47710 -4.39362 -0.1803 -0.3467 0.0358 0.003
C 1.49074 0.37250 -3.77268 0.9774 1.9272 -1.2121 0.001
O 0.73018 -0.47242 -3.34696 -1.8578 -2.0822 0.7590 0.022
O 2.77620 0.27123 -3.67749 0.1605 -0.7052 0.2196 0.003
C 3.61856 1.27656 -4.32507 0.5816 0.0483 0.6115 -0.001
H -0.15665 1.78963 -5.95958 0.0587 -0.0737 0.0196 0.000
H -0.59516 2.55327 -4.41559 -0.0103 -0.0347 -0.0641 0.000
H -0.83697 0.80203 -4.62431 0.0652 0.0416 -0.0794 0.003
H 3.65084 2.12722 -3.64761 -0.3183 0.3275 -0.4135 0.000
H 3.26655 1.46271 -5.33065 -0.0296 0.2594 0.0656 0.000
H 4.63688 0.89640 -4.34179 -0.2321 -0.4828 -0.0270 0.000
C -3.28064 2.33585 -2.56805 0.1432 -0.2287 -1.2167 -0.002
O -2.60502 2.51598 -1.31991 0.0699 -0.0554 -0.3461 -0.001
C -1.62887 1.69674 -1.02287 -0.7872 -0.0875 1.7090 0.006
O -1.19750 0.79000 -1.73733 -0.1028 -1.4045 -1.3622 -0.020
O -1.19200 1.81333 0.19230 0.7551 -0.2832 -0.1974 0.006
C -1.63024 2.87291 1.06289 -0.5025 1.1874 -0.1067 0.001
H -4.23666 2.84549 -2.55569 0.0608 0.0855 0.4296 0.000
H -3.42297 1.28397 -2.81551 -0.1289 -0.0598 0.4144 0.000
H -2.68717 2.73686 -3.39022 0.0626 0.2544 0.2091 0.000
H -2.70491 2.78573 1.21102 0.0666 -0.1230 0.2376 0.000
H -1.43289 3.84867 0.61827 0.0472 -0.1772 -0.2404 0.000
H -1.06161 2.85541 1.98450 0.0150 -0.6273 -0.0397 0.000
C -3.13907 -0.74408 1.81035 0.9017 1.0434 -0.7357 -0.001
O -3.42521 -2.06886 1.36225 -0.1173 -0.2630 0.1925 0.001
C -2.90929 -2.54291 0.27323 -1.0323 -0.0928 -0.0682 0.008
O -2.20436 -1.91535 -0.52593 0.9168 0.6251 -1.2708 -0.004
O -3.34058 -3.75521 0.08979 -0.1638 0.1301 -0.7046 0.004
C -2.87080 -4.54584 -1.01928 0.6071 -1.1469 0.8302 -0.003
H -3.49704 0.00379 1.09743 -0.3106 -0.2422 -0.0441 0.000
H -2.05942 -0.60600 1.83794 -0.0538 -0.0681 0.3607 0.001
H -3.60060 -0.55941 2.77191 -0.0329 -0.4547 0.0556 0.000
H -2.77975 -4.14665 -2.02997 -0.3172 0.8412 0.3187 0.001
H -3.56545 -5.37901 -1.06474 0.0087 0.0151 0.0014 0.000
H -1.90560 -4.92046 -0.67281 0.0498 -0.1800 -0.4219 0.002
C 0.45196 0.05621 2.44180 -0.1414 -1.0645 -0.8172 0.005
O -0.48226 0.60334 3.34183 -0.0290 0.9188 -0.5457 0.000
C -0.66450 0.00416 4.50990 -0.0418 -0.7686 0.9828 0.000
O -0.13234 -1.01329 4.85579 0.2710 -0.2114 -0.0494 0.000
O -1.54613 0.69756 5.19961 -0.2532 0.9239 -0.3041 0.000
C -1.74642 0.38655 6.58798 0.3110 -1.2191 -0.2938 0.000
H 0.51366 0.76566 1.62389 0.3227 0.2036 0.1748 0.000
H 0.06632 -0.87223 1.99737 -0.1974 -0.0110 0.1465 -0.001
H 1.41529 -0.24871 2.84954 -0.0134 0.5701 0.4404 0.000
H -2.38186 1.16850 6.97969 0.1094 0.0350 0.1169 0.000
H -0.78475 0.26837 7.08519 -0.0271 0.4612 0.0987 0.000
H -2.21079 -0.59939 6.65209 -0.2741 0.1761 0.0927 0.000
C 2.84353 5.78950 0.81504 -0.6217 0.4506 -0.0493 0.000
O 3.21250 4.61967 0.08075 1.1898 0.4772 -0.5105 0.000
C 2.47537 3.55350 0.14019 -0.7903 -0.2131 0.8292 0.001
O 1.38365 3.45518 0.66001 0.0306 -0.0814 -0.1740 0.000
O 3.12783 2.53912 -0.43515 0.4564 0.1374 -0.0278 -0.001
C 2.50554 1.26986 -0.35931 -0.2563 0.0973 -0.9394 -0.008
H 2.48554 5.49139 1.79552 -0.0711 0.1798 0.0443 0.000
H 2.09830 6.36338 0.26337 -0.3254 -0.3218 0.1019 0.000
H 3.68712 6.47045 0.88225 0.3949 -0.5457 0.0482 0.000
H 1.47597 1.37236 -0.71701 -0.0867 -0.2308 0.3028 0.005
H 2.54321 0.82386 0.63280 0.0429 0.1937 0.0753 0.002
H 3.05753 0.67057 -1.08298 0.0427 -0.1867 0.2206 0.000
C 2.09681 -3.82005 0.44212 0.1885 0.9952 -0.3367 0.001
C 2.27856 -5.21829 0.96992 -0.5287 -0.4228 0.2382 0.000
O 3.00161 -5.41441 1.90711 0.2879 0.0230 -0.0076 -0.007
C 1.41750 -6.32574 0.40647 -0.0572 -0.0960 -0.3136 -0.002
H 1.12249 -3.40882 0.73291 -0.0803 -0.2943 0.1116 -0.003
H 2.17411 -3.72548 -0.64510 -0.0178 -0.3485 -0.0359 -0.003
H 2.86423 -3.17923 0.88077 0.0042 -0.0865 0.0749 -0.001
H 1.44715 -6.42484 -0.68120 0.2713 0.1920 -0.0137 0.000
H 0.36684 -6.12792 0.63817 0.0338 -0.0080 0.2352 0.000
H 1.72526 -7.27043 0.84594 -0.1067 0.0126 0.0765 0.000
```
Positions in Å, forces in eV/Å.

---

E_tot in eV, matching the order above: -38940.9312; -79744.4748